[1]
{
  "formula": "C16H57BF4N3O11",
  "method": "ωB97M-V with the def2-TZVPD basis set",
  "homo_energy_ev": -6.667,
  "charge": -1,
  "species": ["B", "F", "F", "F", "F", "C", "C", "O", "H", "H", "H", "H", "H", "H", "C", "C", "O", "H", "H", "H", "H", "H", "H", "O", "H", "H", "O", "H", "H", "O", "H", "H", "O", "H", "H", "O", "H", "H", "O", "H", "H", "C", "C", "C", "O", "C", "N", "H", "H", "H", "H", "H", "H", "H", "H", "H", "H", "H", "C", "C", "C", "O", "C", "N", "H", "H", "H", "H", "H", "H", "H", "H", "H", "H", "H", "C", "C", "C", "O", "C", "N", "H", "H", "H", "H", "H", "H", "H", "H", "H", "H", "H"],
  "coordinates": [[-1.76030, 0.21385, -0.53024], [-2.28669, 0.94824, 0.51262], [-1.47805, 1.01591, -1.64691], [-0.65315, -0.50555, -0.12537], [-2.72130, -0.66266, -0.98547], [-4.50217, -0.21845, 3.51216], [-4.65956, -1.30230, 2.48263], [-5.78085, -0.98646, 1.68362], [-3.68474, -0.35895, 4.21888], [-5.38412, -0.12986, 4.14860], [-4.42089, 0.72317, 2.96846], [-4.75001, -2.26821, 2.98233], [-3.79107, -1.30552, 1.82241], [-5.94329, -1.76097, 1.13830], [-1.48995, -2.64364, 3.02062], [-0.12911, -2.01214, 2.65387], [0.21587, -2.60099, 1.41320], [-1.48538, -3.67081, 3.38702], [-2.03934, -2.70402, 2.08018], [-2.11893, -2.05046, 3.68410], [0.54691, -2.06149, 3.50683], [-0.27017, -0.98600, 2.30983], [-0.05208, -1.97753, 0.73267], [1.31616, 1.88946, -1.08611], [1.30210, 1.92473, -0.12842], [0.44134, 1.57585, -1.33062], [-4.93802, 1.30648, 0.42502], [-5.44049, 0.62838, 0.88911], [-4.01616, 1.04466, 0.54076], [-2.51313, 3.62428, -1.76120], [-1.97062, 2.83071, -1.77713], [-3.07322, 3.54663, -2.53571], [-4.68321, 0.86799, -2.58027], [-4.19694, 0.04947, -2.46937], [-5.02281, 1.06600, -1.70276], [-2.33594, 3.21560, 2.12877], [-2.73419, 2.35047, 2.02095], [-2.54907, 3.67998, 1.31626], [-3.20289, -3.12625, -1.53224], [-2.39879, -3.61338, -1.34478], [-2.97344, -2.20383, -1.36214], [-0.10887, 1.54338, -4.96483], [0.68590, 2.87138, -4.76584], [1.91987, 3.06031, -5.67440], [1.52624, 2.85605, -7.04704], [2.68254, 3.16826, -7.84678], [-0.29701, 3.92976, -4.94049], [-0.36964, 1.48838, -6.02183], [-0.92612, 1.49809, -4.24735], [0.55685, 0.69284, -4.80464], [1.08914, 2.92976, -3.75360], [2.79517, 2.42691, -5.51546], [2.33497, 4.05967, -5.52492], [3.63979, 2.84083, -7.43680], [2.86172, 4.24741, -7.83549], [2.57678, 2.95617, -8.90980], [-0.82826, 3.66703, -5.75946], [-0.95160, 4.10403, -4.19165], [5.54386, -4.61507, -0.07808], [5.35446, -3.68604, -1.34521], [4.01869, -2.91860, -1.28254], [3.90395, -1.87945, -0.29900], [2.51351, -1.41419, -0.22386], [6.48590, -2.73011, -1.47250], [4.75506, -5.36346, -0.15119], [5.40646, -4.05765, 0.84887], [6.54671, -5.03515, 0.00256], [5.36519, -4.38141, -2.18673], [3.24193, -3.68263, -1.35287], [3.97214, -2.37889, -2.23297], [2.28323, -1.03232, -1.22056], [2.51880, -0.70877, 0.60433], [1.71078, -2.14122, -0.11307], [7.28441, -3.35212, -1.46381], [6.44948, -2.30740, -2.39087], [1.26192, -0.89928, 6.44904], [0.41458, 0.20690, 5.73137], [1.16207, 0.87071, 4.52014], [0.25681, 1.72723, 3.75912], [0.76105, 2.18964, 2.53490], [-0.93059, -0.27913, 5.33378], [0.97289, -1.19846, 7.45568], [2.24932, -0.44493, 6.55696], [1.42068, -1.77384, 5.81803], [0.21820, 0.99064, 6.46637], [1.52798, 0.12046, 3.81732], [2.01335, 1.34887, 5.00783], [1.79901, 2.52269, 2.60032], [0.17883, 3.07936, 2.29701], [0.65962, 1.45674, 1.73221], [-1.56043, -0.34768, 6.12127], [-1.31962, 0.42190, 4.71604]]
}

[2]
{
  "formula": "C55H46N7O6PbS3",
  "method": "ωB97M-V with the def2-TZVPD basis set",
  "homo_energy_ev": -15.436,
  "charge": 3,
  "species": ["Pb", "O", "C", "O", "C", "C", "C", "C", "C", "N", "C", "O", "O", "H", "H", "H", "H", "O", "C", "C", "C", "C", "N", "C", "C", "C", "C", "C", "C", "O", "C", "C", "N", "H", "H", "H", "H", "H", "H", "H", "H", "H", "H", "H", "H", "N", "S", "N", "S", "N", "S", "N", "C", "C", "C", "C", "C", "C", "C", "C", "C", "C", "C", "C", "C", "C", "C", "C", "C", "C", "C", "C", "C", "C", "C", "C", "C", "C", "C", "C", "C", "C", "C", "C", "C", "C", "C", "C", "H", "H", "H", "H", "H", "H", "H", "H", "H", "H", "H", "H", "H", "H", "H", "H", "H", "H", "H", "H", "H", "H", "H", "H", "H", "H", "H", "H", "H", "H"],
  "coordinates": [[0.14385, 1.09118, 0.15360], [-2.76421, 3.13023, 3.59882], [-2.20554, 2.43110, 2.61667], [-1.18252, 1.79453, 2.73702], [-2.95233, 2.54843, 1.32307], [-4.13490, 3.25037, 1.18990], [-4.68450, 3.36704, -0.08620], [-4.03286, 2.79276, -1.16043], [-2.85451, 2.08983, -0.92666], [-2.34193, 1.96868, 0.28872], [-2.09275, 1.43832, -2.08316], [-2.52863, 1.61175, -3.20038], [-1.03522, 0.74036, -1.77530], [-2.19170, 3.08727, 4.38088], [-4.59822, 3.71556, 2.04893], [-5.59930, 3.92726, -0.23335], [-4.39096, 2.88486, -2.17726], [6.84361, -0.18204, 2.65086], [5.75330, -0.37765, 3.51929], [4.48600, -0.34897, 2.70966], [3.24702, -0.50567, 3.32269], [2.11183, -0.43106, 2.54545], [2.13713, -0.23112, 1.22344], [3.32714, -0.08904, 0.62682], [4.51598, -0.14100, 1.34043], [3.31885, 0.16534, -0.84882], [4.43878, -0.06806, -1.62574], [4.40293, 0.20938, -2.98990], [5.61860, -0.04973, -3.83905], [6.14866, -1.30162, -3.43554], [3.23055, 0.71369, -3.52608], [2.14418, 0.90591, -2.69242], [2.17847, 0.63434, -1.38661], [7.65955, -0.12696, 3.15853], [5.69118, 0.40274, 4.28377], [5.81501, -1.33972, 4.03887], [3.17000, -0.66493, 4.39236], [1.12504, -0.49682, 2.99110], [5.47202, 0.00409, 0.86013], [5.34061, -0.48372, -1.19744], [6.33728, 0.75825, -3.67377], [5.34389, -0.04197, -4.89530], [6.97710, -1.45989, -3.90079], [3.15140, 0.94508, -4.58092], [1.19762, 1.27413, -3.07678], [-0.90578, -1.31803, 0.50708], [-1.52337, -2.37637, 1.49634], [-2.80141, -3.13691, 0.92269], [-2.76913, -4.28271, -0.15978], [-1.79266, -4.11911, -1.33767], [-1.27642, -2.61520, -1.74730], [-0.37733, -2.00126, -0.64208], [-0.13867, -2.99070, -3.02446], [-0.40668, -4.06193, -3.87124], [0.51320, -4.34794, -4.86364], [1.66870, -3.58140, -4.98603], [1.91006, -2.51642, -4.12773], [0.99788, -2.20134, -3.13410], [-2.70697, -1.84049, -2.44729], [-2.79999, -1.71292, -3.82967], [-3.98619, -1.22608, -4.36255], [-5.03389, -0.86956, -3.52750], [-4.89927, -0.96277, -2.14586], [-3.72670, -1.43635, -1.58825], [-2.39110, -5.86067, 0.49932], [-3.22129, -6.32568, 1.51652], [-2.94693, -7.56567, 2.06169], [-1.86777, -8.31021, 1.58900], [-1.05701, -7.82517, 0.57118], [-1.31157, -6.58275, 0.00763], [-4.45977, -4.35333, -0.61789], [-5.44660, -3.81635, 0.19996], [-6.76019, -3.89484, -0.23089], [-7.05855, -4.48747, -1.45279], [-6.05301, -5.02576, -2.25018], [-4.73325, -4.96607, -1.83730], [-0.37411, -3.57570, 2.07919], [-0.84377, -4.53292, 2.97885], [0.04073, -5.48703, 3.44232], [1.36484, -5.47568, 3.00818], [1.81459, -4.50753, 2.11902], [0.94589, -3.53655, 1.64211], [-2.16339, -1.54836, 2.88679], [-3.43918, -0.99571, 2.78382], [-3.97860, -0.39469, 3.90514], [-3.25350, -0.35991, 5.09466], [-1.97825, -0.90575, 5.16734], [-1.41874, -1.51598, 4.05666], [-1.30202, -4.65762, -3.75490], [0.33209, -5.17270, -5.53990], [2.38753, -3.82001, -5.76042], [2.81414, -1.92916, -4.22704], [1.15429, -1.37321, -2.45802], [-1.98148, -1.97972, -4.48184], [-4.07955, -1.11528, -5.43470], [-5.95470, -0.49133, -3.95373], [-5.70963, -0.65057, -1.49863], [-3.61063, -1.49439, -0.51411], [-4.06712, -5.74145, 1.86394], [-3.57996, -7.95984, 2.84631], [-1.66660, -9.28581, 2.01456], [-0.22920, -8.41846, 0.20495], [-0.69691, -6.18296, -0.78680], [-5.19423, -3.35774, 1.14724], [-7.55330, -3.49441, 0.38737], [-8.08821, -4.53680, -1.78532], [-6.29828, -5.49673, -3.19312], [-3.93822, -5.38282, -2.44447], [-1.87353, -4.52366, 3.31802], [-0.29837, -6.23576, 4.14666], [2.05336, -6.22656, 3.37580], [2.84824, -4.50191, 1.79568], [1.28368, -2.77292, 0.95523], [-3.98548, -1.02964, 1.84909], [-4.96965, 0.03830, 3.85854], [-3.69413, 0.09105, 5.97540], [-1.42205, -0.87253, 6.09486], [-0.43839, -1.96938, 4.11506]]
}

For the records above, the corresponding Kohn-Sham gap values read 0.339 0.310 Ha.